(1)
This record from OMol25 describes a molecular structure, C41H46P2Pt at a distorted geometry. The level of theory is ωB97M-V/def2-TZVPD.

The molar mass is 795.8 g mol⁻¹. The orbital gap (spin up / spin down) comes out at 0.1902 / 0.1747 hartree. For the LUMO energy (spin up / spin down), the calculation gives 0.185 / -0.527 eV. As for the expectation value of S²: 2.022.

```
! wB97M-V def2-TZVPD RIJCOSX def2/J DEFGRID3
* xyz 0 3
Pt -0.46 1.12 -1.24
P 2.13 -0.19 0.04
P -1.46 -1.00 -0.83
C 2.98 3.81 -0.65
C -4.22 -0.07 -0.25
C 3.31 -2.41 1.10
C 0.07 1.10 4.70
C 0.57 2.06 -2.80
C -1.74 1.96 -3.72
C 4.34 -3.22 1.57
C 1.39 0.25 1.72
C -3.33 -3.36 2.01
C -3.99 -4.30 1.22
C -3.83 -4.28 -0.16
C -2.01 1.05 -2.52
C -1.21 -1.05 -3.72
C -2.39 -2.37 0.02
C -2.07 -0.48 -2.59
C -4.86 2.27 -0.14
C -2.53 -2.38 1.41
C -0.51 0.16 3.63
C 3.89 1.42 -1.73
C 5.94 -1.53 0.91
C 5.67 -2.77 1.50
C -2.64 1.57 0.60
C 4.90 -0.74 0.41
C 2.88 1.36 -0.72
C -3.01 -3.33 -0.77
C 3.57 -1.14 0.56
C 2.49 0.97 2.51
C -0.41 -1.28 4.16
C 3.93 3.85 -1.67
C -5.19 0.94 -0.42
C 1.37 -1.45 -1.00
C -3.61 2.58 0.42
C -0.47 2.86 -3.51
C 0.10 -1.94 -1.14
C 0.20 0.17 2.26
C -2.00 0.53 3.60
C 0.13 -0.30 -3.97
C 0.68 0.60 -2.88
C 4.38 2.64 -2.21
C 2.41 2.60 -0.26
C -2.90 0.28 0.10
H 2.48 0.61 3.56
H -0.80 -1.99 3.42
H -2.05 -1.60 2.00
H -6.19 0.67 -0.77
H -1.80 -1.11 -4.66
H 0.14 0.23 -4.94
H -4.48 -1.11 -0.47
H 5.15 0.20 -0.08
H 3.52 0.81 2.13
H 0.00 -3.01 -1.38
H 0.87 -1.10 -4.05
H 4.31 4.80 -2.05
H -0.04 3.21 -4.45
H 6.97 -1.18 0.85
H 2.18 -1.98 -1.52
H -3.37 3.62 0.66
H -2.17 1.60 3.42
H 4.12 -4.19 2.02
H -3.43 -3.39 3.09
H 1.11 0.88 4.96
H 4.35 0.51 -2.12
H -2.58 -0.04 2.87
H -0.53 0.98 5.61
H -0.02 2.16 4.40
H -1.03 -1.38 5.06
H -2.57 2.68 -3.80
H 5.17 2.66 -2.97
H 1.52 2.53 -2.57
H 0.62 -1.54 4.40
H -2.43 0.30 4.59
H -2.90 1.40 -2.00
H -5.58 3.07 -0.35
H -1.63 1.38 -4.64
H 2.27 2.05 2.50
H -2.90 -3.29 -1.85
H 1.52 2.63 0.38
H -3.08 -0.92 -2.61
H -4.34 -5.01 -0.78
H -4.62 -5.06 1.69
H 2.28 -2.77 1.15
H 1.67 0.28 -2.57
H -0.99 -2.12 -3.54
H -1.67 1.81 1.06
H 6.48 -3.38 1.91
H 2.67 4.73 -0.16
H -0.67 3.81 -2.97
*
```

Charges computed using Mulliken, reported in e: number 1, Pt, carries 2.352; number 2, P, carries 1.072; number 3, P, carries 1.316; number 4, C, carries -1.010; number 5, C, carries -1.094; number 6, C, carries -0.799; number 7, C, carries -2.040; number 8, C, carries -0.612; number 9, C, carries -1.422; number 10, C, carries -0.670; number 11, C, carries 0.369; number 12, C, carries -0.593; number 13, C, carries -0.739; number 14, C, carries -0.672; number 15, C, carries -0.377; number 16, C, carries -1.195; number 17, C, carries -0.463; number 18, C, carries -0.180; number 19, C, carries -0.834; number 20, C, carries 0.468; number 21, C, carries 2.426; number 22, C, carries 0.051; number 23, C, carries -0.739; number 24, C, carries -0.585; number 25, C, carries -0.288; number 26, C, carries -0.173; number 27, C, carries 0.494; number 28, C, carries -0.707; number 29, C, carries 0.230; number 30, C, carries -1.806; number 31, C, carries -1.579; number 32, C, carries -0.635; number 33, C, carries -0.625; number 34, C, carries -0.909; number 35, C, carries -1.189; number 36, C, carries -0.934; number 37, C, carries -0.525; number 38, C, carries -0.286; number 39, C, carries -1.691; number 40, C, carries -1.923; number 41, C, carries 0.301; number 42, C, carries -1.089; number 43, C, carries -0.887; number 44, C, carries 0.673; number 45, H, carries 0.342; number 46, H, carries 0.190; number 47, H, carries -0.389; number 48, H, carries 0.393; number 49, H, carries 0.559; number 50, H, carries 0.285; number 51, H, carries 0.325; number 52, H, carries 0.498; number 53, H, carries 0.403; number 54, H, carries 0.534; number 55, H, carries 0.399; number 56, H, carries 0.410; number 57, H, carries 0.477; number 58, H, carries 0.407; number 59, H, carries 0.517; number 60, H, carries 0.422; number 61, H, carries 0.346; number 62, H, carries 0.397; number 63, H, carries 0.504; number 64, H, carries 0.419; number 65, H, carries 0.556; number 66, H, carries 0.170; number 67, H, carries 0.495; number 68, H, carries 0.374; number 69, H, carries 0.438; number 70, H, carries 0.390; number 71, H, carries 0.387; number 72, H, carries 0.241; number 73, H, carries 0.383; number 74, H, carries 0.578; number 75, H, carries 0.690; number 76, H, carries 0.359; number 77, H, carries 0.306; number 78, H, carries 0.267; number 79, H, carries 0.277; number 80, H, carries 0.357; number 81, H, carries 1.131; number 82, H, carries 0.427; number 83, H, carries 0.376; number 84, H, carries 0.339; number 85, H, carries 1.261; number 86, H, carries 0.406; number 87, H, carries 0.823; number 88, H, carries 0.357; number 89, H, carries 0.409; number 90, H, carries 0.287


(2)
This record from OMol25 describes a molecular structure, C7H15NO2. The level of theory is ωB97M-V/def2-TZVPD.

The molar mass is 145.2 g mol⁻¹. The orbital gap comes out at 0.3058 hartree. For the LUMO energy, the calculation gives 0.311 eV. Its energy relative to the best compared isomer or geometry (same formula, charge and spin) is 4.320 eV.

```
! wB97M-V def2-TZVPD RIJCOSX def2/J DEFGRID3
* xyz 0 1
O 1.46 -1.67 1.53
O 2.05 0.00 -1.52
N 2.57 0.28 1.10
C -0.47 -0.58 -0.62
C -0.85 0.20 -1.83
C -0.73 2.16 0.91
C 1.55 -0.85 -0.76
C -1.23 -1.82 -0.28
C -1.19 0.73 0.99
C 1.86 -0.82 0.75
H -0.22 0.09 0.34
H -1.32 2.77 1.60
H 2.95 0.35 2.03
H -0.99 0.22 1.93
H -0.87 2.57 -0.09
H -0.19 1.05 -1.97
H 2.95 0.83 0.35
H 0.32 2.26 1.18
H -1.90 0.51 -1.85
H -1.00 -2.56 -1.05
H -2.19 0.54 0.64
H 1.36 -1.89 -1.09
H -0.69 -0.46 -2.69
H -2.32 -1.69 -0.28
H -0.90 -2.24 0.67
*
```

Charges computed using natural (NBO), reported in e: number 1, O, carries -0.645; number 2, O, carries -0.720; number 3, N, carries -0.833; number 4, C, carries 0.002; number 5, C, carries -0.697; number 6, C, carries -0.646; number 7, C, carries 0.235; number 8, C, carries -0.696; number 9, C, carries -0.339; number 10, C, carries 0.588; number 11, H, carries 0.245; number 12, H, carries 0.233; number 13, H, carries 0.399; number 14, H, carries 0.235; number 15, H, carries 0.223; number 16, H, carries 0.247; number 17, H, carries 0.423; number 18, H, carries 0.232; number 19, H, carries 0.202; number 20, H, carries 0.244; number 21, H, carries 0.220; number 22, H, carries 0.141; number 23, H, carries 0.254; number 24, H, carries 0.198; number 25, H, carries 0.253


(3)
This record from OMol25 describes 3 unconnected molecules or ions with the total composition C2H9NO4 at a distorted geometry. The level of theory is ωB97M-V/def2-TZVPD.

The molar mass is 111.1 g mol⁻¹. The orbital gap comes out at 0.3552 hartree. The SMILES is NCC(=O)O.O.O. For the LUMO energy, the calculation gives 0.342 eV. Its energy relative to the best compared isomer or geometry (same formula, charge and spin) is 2.116 eV.

```
! wB97M-V def2-TZVPD RIJCOSX def2/J DEFGRID3
* xyz 0 1
O -1.35 -0.69 0.75
O 3.73 2.14 0.63
O -2.26 1.88 1.97
O -0.98 0.62 -1.07
N 0.26 -1.63 -2.41
C -0.74 -0.48 -0.50
C -0.37 -1.85 -1.07
H -0.19 -1.05 -3.10
H 4.11 1.60 1.30
H -1.26 -2.41 -0.97
H 0.35 -2.31 -0.31
H -1.50 1.90 2.61
H 0.69 -2.51 -2.78
H 3.33 2.78 1.19
H -2.94 1.88 2.59
H -0.89 0.14 1.19
*
```

Charges computed using natural (NBO), reported in e: number 1, O, carries -0.710; number 2, O, carries -0.917; number 3, O, carries -0.914; number 4, O, carries -0.558; number 5, N, carries -0.863; number 6, C, carries 0.760; number 7, C, carries -0.321; number 8, H, carries 0.391; number 9, H, carries 0.458; number 10, H, carries 0.211; number 11, H, carries 0.219; number 12, H, carries 0.454; number 13, H, carries 0.371; number 14, H, carries 0.459; number 15, H, carries 0.464; number 16, H, carries 0.497


(4)
This record from OMol25 describes a molecular structure, C20H46OP4SeTb at a distorted geometry. The level of theory is ωB97M-V/def2-TZVPD.

The molar mass is 664.4 g mol⁻¹. The orbital gap (spin up / spin down) comes out at 0.2371 / 0.2430 hartree. For the LUMO energy (spin up / spin down), the calculation gives -10.030 / -9.866 eV. As for the expectation value of S²: 12.701.

```
! wB97M-V def2-TZVPD RIJCOSX def2/J DEFGRID3
* xyz 3 7
Tb 1.04 -0.91 1.34
Se 1.21 -2.58 -1.64
P 0.01 1.40 2.38
P 2.04 1.12 -0.72
P -1.88 -3.09 1.84
P -1.29 0.69 -1.34
O -0.58 -2.24 1.72
C 3.04 -3.24 -1.66
C -1.66 2.44 -1.71
C -0.91 2.89 1.89
C 3.85 0.92 -0.57
C -1.61 -4.35 3.05
C 2.02 2.94 -0.45
C 3.85 -2.93 -2.75
C -1.07 0.58 3.61
C -2.31 -3.87 0.27
C -3.30 -2.09 2.29
C -1.79 0.12 -3.04
C 5.23 -3.14 -2.70
C -2.93 0.35 -0.64
C 1.99 1.36 -2.55
C 3.69 -2.81 2.82
C 2.80 -2.10 2.06
C 3.57 -3.97 -0.59
C 1.45 1.94 3.37
C 5.78 -3.75 -1.58
C 4.94 -4.24 -0.57
H -1.49 -3.85 4.03
H 4.57 -2.31 3.25
H -0.71 -0.44 3.82
H -1.85 2.61 1.40
H 1.17 2.29 4.37
H -3.15 -0.71 -0.68
H -0.30 3.45 1.15
H 4.18 1.22 0.43
H -0.66 -4.85 2.81
H -1.01 1.18 4.52
H 2.94 -4.27 0.25
H 4.13 -0.12 -0.76
H 5.86 -2.89 -3.54
H 3.63 -3.89 3.07
H 1.98 2.72 2.82
H 1.12 1.97 -2.85
H 1.07 3.38 -0.78
H -3.01 -3.20 -0.28
H -2.63 2.51 -2.22
H -0.95 0.21 -3.76
H -1.13 3.56 2.75
H -3.69 0.90 -1.20
H 2.82 3.42 -1.02
H 2.19 -2.68 1.28
H -2.95 0.68 0.41
H -2.11 0.51 3.24
H -2.63 0.75 -3.40
H -2.43 -5.08 3.11
H -4.16 -2.77 2.41
H -3.11 -1.56 3.24
H -1.71 3.02 -0.79
H -0.90 2.88 -2.36
H 4.32 1.56 -1.33
H -2.82 -4.84 0.45
H -1.39 -3.99 -0.33
H 6.86 -3.92 -1.53
H 2.13 1.08 3.48
H -3.53 -1.35 1.50
H 1.57 -1.42 -2.56
H 3.02 -0.98 2.10
H 2.17 3.20 0.60
H 3.39 -2.49 -3.62
H 2.88 1.92 -2.86
H -2.12 -0.93 -3.00
H 5.36 -4.88 0.21
H 1.97 0.40 -3.07
*
```

Charges computed using Mulliken, reported in e: number 1, Tb, carries -0.183; number 2, Se, carries 0.030; number 3, P, carries 1.090; number 4, P, carries 1.090; number 5, P, carries 0.948; number 6, P, carries 0.824; number 7, O, carries 0.018; number 8, C, carries 0.467; number 9, C, carries -1.543; number 10, C, carries -1.181; number 11, C, carries -1.380; number 12, C, carries -1.190; number 13, C, carries -1.339; number 14, C, carries -0.453; number 15, C, carries -1.289; number 16, C, carries -1.007; number 17, C, carries -1.027; number 18, C, carries -1.363; number 19, C, carries -0.565; number 20, C, carries -1.388; number 21, C, carries -1.256; number 22, C, carries -0.551; number 23, C, carries 0.250; number 24, C, carries -0.504; number 25, C, carries -1.213; number 26, C, carries -0.531; number 27, C, carries -0.767; number 28, H, carries 0.340; number 29, H, carries 0.294; number 30, H, carries 0.433; number 31, H, carries 0.274; number 32, H, carries 0.469; number 33, H, carries 0.354; number 34, H, carries 0.283; number 35, H, carries 0.398; number 36, H, carries 0.352; number 37, H, carries 0.536; number 38, H, carries 0.759; number 39, H, carries 0.320; number 40, H, carries 0.442; number 41, H, carries 0.316; number 42, H, carries 0.308; number 43, H, carries 0.323; number 44, H, carries 0.291; number 45, H, carries 0.344; number 46, H, carries 0.578; number 47, H, carries 0.373; number 48, H, carries 0.537; number 49, H, carries 0.470; number 50, H, carries 0.507; number 51, H, carries -0.057; number 52, H, carries 0.356; number 53, H, carries 0.214; number 54, H, carries 0.444; number 55, H, carries 0.456; number 56, H, carries 0.444; number 57, H, carries 0.312; number 58, H, carries 0.325; number 59, H, carries 0.404; number 60, H, carries 0.501; number 61, H, carries 0.439; number 62, H, carries 0.216; number 63, H, carries 0.438; number 64, H, carries 0.366; number 65, H, carries 0.230; number 66, H, carries -0.044; number 67, H, carries 0.177; number 68, H, carries 0.358; number 69, H, carries 0.530; number 70, H, carries 0.516; number 71, H, carries 0.404; number 72, H, carries 0.441; number 73, H, carries 0.246